Record 1
Molecular formula: C43H49Cl2CoF5N6O2P2
Method: DFT, ωB97M-V/def2-TZVPD

Values from the calculation:
Electronic energy = -5632.0408 a.u.
Multiplicity = 5
Net charge = +1
Lowest unoccupied orbital energy (spin up / spin down) = -2.7 / -4.5 eV
Molecular weight = 968.68 g mol⁻¹

Last column: Löwdin spin population.
Element x y z (Å)
Co -1.446 0.633 -0.523  2.7071
C 1.526 1.415 1.120  0.0069
P -0.230 1.134 1.571  0.0276
C -0.083 -0.536 2.346  -0.0017
N 0.772 -0.647 3.325  0.0000
C 0.972 -1.849 3.907  0.0000
C 1.845 -1.979 5.007  0.0000
C 2.075 -3.216 5.539  0.0001
C 1.462 -4.363 4.992  0.0000
C 0.595 -4.265 3.940  0.0001
C 0.320 -2.997 3.387  0.0001
N -0.564 -2.863 2.373  0.0011
C -0.810 -1.678 1.886  0.0004
P -2.079 -1.575 0.553  0.0457
C -1.787 -3.140 -0.359  0.0114
C -3.671 -2.013 1.491  0.0098
C -4.074 -0.765 2.280  -0.0002
C -3.541 -3.207 2.432  0.0031
C -4.749 -2.319 0.439  0.0011
C -0.445 2.243 3.104  0.0093
C -0.976 3.601 2.636  0.0015
C 0.869 2.456 3.857  0.0024
C -1.476 1.595 4.032  0.0004
H 1.681 2.479 0.932  0.0004
H 1.750 0.875 0.204  0.0000
H 2.174 1.069 1.921  0.0014
H 2.310 -1.088 5.407  0.0000
H 2.733 -3.324 6.391  0.0000
H 1.684 -5.332 5.419  0.0000
H 0.101 -5.131 3.519  0.0000
H -1.353 -3.875 0.316  0.0020
H -1.111 -2.968 -1.194  0.0004
H -2.733 -3.510 -0.748  0.0000
H -3.340 -0.541 3.057  0.0000
H -5.042 -0.919 2.761  0.0000
H -4.154 0.097 1.616  -0.0003
H -2.856 -3.011 3.254  0.0001
H -3.199 -4.097 1.906  0.0002
H -4.524 -3.421 2.860  0.0008
H -4.623 -1.704 -0.454  0.0006
H -5.737 -2.108 0.850  0.0000
H -4.731 -3.368 0.148  0.0000
H -0.319 4.060 1.895  0.0004
H -1.048 4.279 3.488  0.0000
H -1.970 3.501 2.199  0.0003
H 1.584 3.027 3.267  0.0001
H 1.313 1.508 4.145  0.0001
H 0.663 3.026 4.766  0.0007
H -2.365 1.285 3.476  0.0001
H -1.788 2.313 4.793  0.0001
H -1.058 0.729 4.541  0.0000
N -1.394 0.107 -2.723  0.0299
C -1.847 0.953 -3.771  0.0221
C -3.139 0.850 -4.276  0.0018
C -3.580 1.718 -5.260  0.0119
C -2.734 2.696 -5.768  0.0041
C -1.433 2.774 -5.298  0.0105
C -0.988 1.909 -4.309  0.0268
H -1.865 -0.790 -2.743  0.0002
H -0.376 -0.041 -2.769  0.0007
H -3.802 0.074 -3.918  -0.0002
H -4.590 1.624 -5.635  0.0006
H -3.087 3.367 -6.538  0.0001
H -0.752 3.505 -5.712  0.0001
H 0.039 1.952 -3.972  0.0013
F -1.212 3.451 -0.498  0.1385
C -0.677 3.133 -1.679  0.5848
F 0.199 2.124 -1.411  0.1365
C 0.088 4.365 -2.156  0.0627
F 0.916 4.826 -1.218  0.0275
F 0.816 4.105 -3.235  0.0008
F -0.778 5.334 -2.445  0.0029
Cl 4.470 1.726 -1.140  0.0001
C 5.136 1.150 -2.628  0.0000
C 5.979 1.977 -3.351  0.0000
C 6.474 1.553 -4.572  0.0000
C 6.108 0.322 -5.088  0.0000
C 5.264 -0.500 -4.361  0.0000
Cl 4.818 -2.046 -4.986  0.0000
C 4.780 -0.121 -3.103  0.0000
N 3.961 -0.999 -2.380  0.0001
C 4.206 -1.418 -1.090  0.0001
C 5.471 -1.250 -0.506  0.0000
C 5.728 -1.682 0.779  0.0002
C 4.729 -2.305 1.515  0.0000
C 3.493 -2.516 0.929  0.0001
C 3.207 -2.100 -0.364  0.0001
C 1.869 -2.442 -0.969  0.0028
C 1.029 -1.209 -1.354  0.0053
O 1.199 -0.682 -2.459  0.0026
O 0.160 -0.815 -0.499  0.0498
H 6.235 2.951 -2.959  0.0000
H 7.143 2.191 -5.133  0.0000
H 6.481 -0.011 -6.046  0.0000
H 3.051 -1.188 -2.778  0.0000
H 6.259 -0.791 -1.086  0.0000
H 6.712 -1.547 1.207  0.0000
H 4.917 -2.649 2.523  0.0000
H 2.734 -3.051 1.482  0.0000
H 1.294 -3.021 -0.248  0.0000
H 2.000 -3.031 -1.882  0.0004
N -5.269 2.459 0.018  0.0006
C -5.663 1.526 -0.903  0.0008
C -4.540 0.830 -1.223  0.0024
N -3.472 1.326 -0.515  0.0335
C -3.950 2.308 0.222  0.0028
H -5.861 3.141 0.462  0.0003
H -6.679 1.433 -1.242  0.0002
H -4.440 0.015 -1.912  0.0001
H -3.381 2.917 0.900  0.0003



Record 2
Molecular formula: C54H77Br2F3MoN2OP2Si4Te
Method: DFT, ωB97M-V/def2-TZVPD

Values from the calculation:
Electronic energy = -9913.3574 a.u.
Multiplicity = 3
Lowest unoccupied orbital energy (spin up / spin down) = -0.3 / -0.6 eV
Molecular weight = 1384.86 g mol⁻¹
Relative energy (zero: lowest compared OMol25 entry of this formula, charge and spin) = 0.115 eV

Last column: Löwdin spin population.
Element x y z (Å)
Mo -0.167 1.175 -0.013  1.6344
C -1.017 2.724 4.848  -0.0008
C -0.863 2.779 3.326  -0.0018
C -1.754 3.899 2.778  -0.0002
P -1.151 1.169 2.416  -0.0057
C -0.946 -0.083 3.746  0.0000
C -1.442 -1.472 3.365  0.0015
C 0.480 -0.125 4.311  0.0001
C -2.908 1.244 2.080  0.0044
C -3.870 1.387 3.086  -0.0009
C -5.173 1.748 2.810  0.0048
C -6.207 1.889 3.893  0.0008
C -5.477 2.022 1.469  -0.0008
C -4.551 1.860 0.464  0.0033
C -3.247 1.400 0.739  0.0011
N -2.334 1.117 -0.287  0.0268
C -2.898 0.512 -1.423  0.0005
C -4.023 -0.318 -1.385  0.0056
C -4.489 -0.924 -2.538  -0.0011
C -3.868 -0.743 -3.771  0.0040
C -4.357 -1.432 -5.017  0.0007
C -2.732 0.056 -3.795  -0.0013
C -2.238 0.651 -2.640  0.0042
P -0.721 1.600 -2.449  -0.0156
C 0.423 1.153 -3.835  -0.0017
C 0.030 1.683 -5.220  -0.0010
C 0.724 -0.340 -3.873  0.0010
C -1.188 3.339 -2.831  -0.0013
C 0.028 4.267 -2.789  0.0002
C -2.349 3.848 -1.978  -0.0005
H -0.826 3.725 5.244  -0.0001
H -0.320 2.045 5.334  0.0000
H -2.032 2.454 5.146  0.0000
H 0.177 3.039 3.124  -0.0001
H -2.761 3.814 3.191  0.0000
H -1.834 3.894 1.694  -0.0001
H -1.341 4.864 3.082  0.0000
H -1.605 0.300 4.528  -0.0002
H -0.886 -1.865 2.515  0.0032
H -2.500 -1.473 3.100  0.0001
H -1.302 -2.146 4.214  0.0002
H 1.061 -0.903 3.822  0.0000
H 0.454 -0.362 5.377  0.0001
H 1.024 0.816 4.202  0.0000
H -3.586 1.222 4.120  -0.0002
H -5.797 1.614 4.865  0.0000
H -7.071 1.250 3.705  0.0002
H -6.572 2.915 3.966  0.0003
H -6.472 2.371 1.212  -0.0002
H -4.829 2.073 -0.560  0.0001
H -4.519 -0.515 -0.444  0.0001
H -5.352 -1.579 -2.471  -0.0002
H -5.383 -1.782 -4.898  0.0000
H -3.740 -2.301 -5.259  0.0003
H -4.332 -0.763 -5.879  0.0001
H -2.206 0.174 -4.732  -0.0002
H 1.344 1.655 -3.548  0.0000
H -0.884 1.244 -5.617  0.0000
H 0.834 1.421 -5.912  -0.0001
H -0.079 2.765 -5.248  0.0000
H -0.178 -0.939 -4.022  0.0008
H 1.188 -0.671 -2.945  0.0008
H 1.409 -0.547 -4.699  0.0000
H -1.547 3.261 -3.862  -0.0010
H 0.444 4.312 -1.784  -0.0001
H -0.273 5.278 -3.074  0.0002
H 0.820 3.945 -3.467  0.0000
H -2.097 3.867 -0.921  -0.0003
H -3.239 3.232 -2.117  0.0000
H -2.591 4.867 -2.291  0.0000
C 2.525 -0.644 1.524  0.0012
C 2.636 0.820 1.759  0.0072
C 3.806 1.327 2.386  -0.0022
C 4.010 2.661 2.495  0.0032
C 3.049 3.557 1.971  -0.0011
C 3.177 4.971 1.977  0.0116
Br 4.723 5.784 2.693  0.0021
C 2.202 5.753 1.444  -0.0018
C 1.056 5.172 0.860  0.0124
Br -0.254 6.323 0.154  0.0029
C 0.885 3.809 0.790  0.0013
O -0.141 3.234 0.220  0.0607
C 1.904 2.997 1.388  0.0019
N 1.700 1.634 1.323  -0.0049
H 3.255 -1.195 2.116  0.0000
H 2.697 -0.837 0.462  -0.0001
H 1.523 -1.010 1.726  -0.0001
H 4.536 0.621 2.757  -0.0002
H 4.902 3.050 2.966  0.0003
H 2.302 6.829 1.451  -0.0004
F 8.725 3.930 -1.412  0.0001
C 8.009 3.651 -0.307  0.0002
F 8.004 4.763 0.445  0.0001
F 8.703 2.718 0.373  0.0001
C 6.621 3.182 -0.641  0.0015
C 5.559 4.073 -0.628  0.0000
C 4.287 3.630 -0.951  0.0032
C 4.065 2.290 -1.275  0.0076
C 5.149 1.407 -1.310  0.0034
C 6.420 1.853 -0.996  -0.0001
C 2.717 1.817 -1.406  0.0412
C 1.621 1.371 -1.134  -0.0242
H 5.720 5.105 -0.347  0.0000
H 3.444 4.310 -0.913  0.0002
H 4.976 0.369 -1.566  0.0004
H 7.254 1.164 -1.009  0.0000
C 3.114 -3.236 -1.566  0.0014
Si 1.627 -4.309 -1.911  0.0064
C 0.929 -3.896 -3.585  0.0014
C 2.152 -6.107 -1.953  0.0017
Si 0.039 -3.896 -0.255  0.0318
Te -0.491 -1.490 -0.406  0.1437
Si -2.077 -4.694 -0.815  -0.0016
C -3.343 -4.087 0.408  0.0017
C -2.544 -4.062 -2.505  0.0021
C -2.051 -6.565 -0.815  -0.0016
Si 0.725 -4.785 1.796  0.0088
C 1.291 -6.544 1.497  0.0032
C -0.696 -4.846 3.016  0.0006
C 2.151 -3.843 2.538  0.0004
H 3.870 -3.363 -2.346  0.0000
H 3.568 -3.493 -0.604  0.0000
H 2.824 -2.182 -1.533  0.0009
H 1.739 -3.835 -4.318  0.0000
H 0.393 -2.948 -3.579  0.0015
H 0.234 -4.673 -3.911  0.0001
H 2.711 -6.296 -2.875  0.0003
H 1.292 -6.780 -1.941  0.0000
H 2.792 -6.372 -1.111  0.0000
H -3.303 -2.997 0.478  0.0017
H -3.185 -4.502 1.405  0.0000
H -4.343 -4.380 0.072  0.0001
H -2.409 -2.977 -2.559  0.0022
H -3.598 -4.285 -2.702  0.0001
H -1.944 -4.524 -3.291  0.0000
H -1.789 -6.963 0.169  0.0000
H -1.329 -6.956 -1.537  0.0000
H -3.038 -6.953 -1.082  -0.0003
H 0.574 -7.108 0.896  0.0000
H 1.401 -7.055 2.459  0.0006
H 2.253 -6.574 0.985  0.0000
H -1.162 -5.835 2.992  0.0000
H -1.468 -4.107 2.805  0.0000
H -0.333 -4.669 4.032  0.0001
H 3.059 -3.971 1.942  0.0000
H 2.349 -4.204 3.552  0.0000
H 1.935 -2.777 2.591  0.0002



Record 3
Molecular formula: C12H17N
Method: DFT, ωB97M-V/def2-TZVPD

Values from the calculation:
Electronic energy = -521.8770 a.u.
Multiplicity = 2
Net charge = +1
Lowest unoccupied orbital energy (spin up / spin down) = -4.1 / -7.1 eV
Molecular weight = 175.28 g mol⁻¹
Relative energy (zero: lowest compared OMol25 entry of this formula, charge and spin) = 1.786 eV

Last column: Löwdin spin population.
Element x y z (Å)
C -0.959 0.194 -2.163  0.0026
C 0.057 0.910 -3.091  0.0001
C -1.517 1.154 -1.100  0.0005
H -1.774 -0.228 -2.749  0.0005
H -0.594 -0.595 -1.528  0.0015
H 0.557 1.751 -2.638  0.0000
H -0.571 1.343 -3.877  0.0000
H -0.909 1.324 -0.235  -0.0001
H -1.920 2.054 -1.593  -0.0002
H 0.795 0.232 -3.507  -0.0001
H -2.549 0.849 -0.805  0.0002
C 0.149 2.136 1.932  0.0313
C -0.359 -0.011 3.086  0.2986
C 0.210 0.686 1.994  0.1574
C 0.405 -1.498 1.600  0.0574
C 0.614 -0.255 1.044  0.0450
C 0.590 -2.733 1.017  0.0182
C 1.235 -0.191 -0.229  0.1116
C 1.022 -2.632 -0.316  0.1661
C 1.472 -1.383 -0.887  -0.0132
N 0.032 -1.398 2.955  0.0815
H -0.805 0.298 3.996  0.0117
H -0.633 -2.038 3.358  0.0017
H 0.784 2.786 2.558  0.0105
H -0.888 2.491 2.109  0.0093
H 0.573 -3.609 1.681  -0.0010
H 1.591 0.732 -0.639  0.0039
H 1.065 -3.420 -1.053  0.0072
H 2.003 -1.440 -1.829  -0.0026
H 0.328 2.492 0.911  0.0007